# 1
34
Properties=species:S:1:pos:R:3:forces:R:3:lowdin_charge:R:1 method="wB97M-V/def2-TZVPD" total_energy_ev=-30128.039 total_charge=-1 gap_ev=7.01
C -1.176 0.789 -3.143 -1.2 2.1 0.4 -0.08
C -1.726 0.982 -1.704 1.5 -1.1 -0.4 -0.52
C -2.903 0.051 -1.453 -1.4 0.0 0.9 -0.67
S -2.590 -1.587 -0.699 0.1 -0.1 -0.3 0.34
N -0.711 0.732 -0.684 -0.2 0.6 0.6 0.00
H -0.216 1.300 -3.248 0.4 -0.8 0.0 0.06
H -1.815 1.445 -3.759 -0.1 -0.4 -0.2 0.07
H -1.313 -0.218 -3.487 0.6 -0.5 -0.2 0.06
H -2.022 2.009 -1.583 -0.4 0.5 -0.1 0.11
H -3.612 0.566 -0.786 0.3 0.1 0.2 0.03
H -3.537 -0.091 -2.323 0.3 0.1 -0.6 0.04
H -0.712 -0.238 -0.409 0.0 -0.5 0.0 -0.04
H 0.218 1.076 -0.879 -0.1 0.0 -0.2 0.06
H -0.121 -2.054 -1.665 0.2 0.1 0.2 0.00
H -0.739 -3.294 -1.312 0.1 -0.1 0.1 0.00
O 0.163 -2.927 -1.341 -0.3 -0.2 -0.5 -0.13
H 1.709 3.445 -0.073 -0.3 -0.5 0.4 0.03
H 2.363 2.144 0.567 -1.0 0.0 0.2 -0.02
O 2.524 2.990 0.144 1.2 0.6 -0.6 -0.08
H -0.143 -2.582 1.758 -0.2 0.0 -0.3 0.06
H 0.437 -2.810 0.289 -0.1 0.3 0.4 0.00
O 0.667 -2.670 1.246 0.1 -0.1 0.0 -0.09
H 1.835 0.890 2.584 -0.3 -0.5 0.1 0.02
H 0.465 0.751 1.815 0.1 -0.1 0.1 0.03
O 1.220 1.324 1.985 0.2 0.6 -0.2 -0.06
H 3.188 -1.837 2.448 -0.3 -0.5 -0.1 0.04
H 1.724 -1.545 1.902 0.7 -0.5 0.4 0.02
O 2.419 -1.274 2.564 0.0 0.7 0.0 -0.10
H -2.209 0.460 1.322 0.5 -0.2 0.2 -0.03
H -3.573 0.244 1.773 0.0 -0.3 0.4 0.02
O -2.690 0.339 2.158 -0.3 0.4 -0.5 -0.11
H 4.335 1.290 1.754 0.0 -0.2 0.0 0.02
H 3.891 -0.154 2.102 0.0 0.5 0.0 -0.02
O 4.648 0.459 2.134 0.0 0.0 -0.1 -0.08

# 2
13
Properties=species:S:1:pos:R:3:forces:R:3:lowdin_charge:R:1 method="wB97M-V/def2-TZVPD" total_energy_ev=-10277.519 total_charge=0 smiles="C=[N+]([O-])O.C=C=N" gap_ev=9.76
C -1.104 -0.830 -0.438 -2.0 0.8 4.2 0.06
N 0.001 -1.240 -0.825 2.3 -1.0 -1.9 -0.41
O 0.986 -1.666 -0.230 0.8 -0.2 0.9 -0.04
O 0.216 -1.203 -2.211 0.9 -0.1 -0.2 0.05
H -1.302 -0.629 0.651 0.6 -0.8 -1.4 0.12
H -1.924 -0.816 -1.049 -1.4 0.7 -1.9 0.08
H 1.216 -1.261 -2.187 -1.3 -0.1 -0.3 0.14
C 1.066 0.640 1.304 -3.2 -0.7 -0.1 0.00
C 0.083 1.466 0.972 0.3 0.6 -0.7 -0.26
N -0.735 2.208 0.410 3.4 -3.5 -1.7 0.16
H 0.768 -0.450 1.382 1.0 1.7 0.3 0.07
H 2.038 1.027 1.315 1.3 0.2 0.2 0.04
H -1.307 2.755 0.907 -2.6 2.6 2.6 0.01

# 3
59
Properties=species:S:1:pos:R:3:forces:R:3:lowdin_charge:R:1 method="wB97M-V/def2-TZVPD" total_energy_ev=-34560.148 total_charge=0 smiles="COC(=O)O.CC(C)=O.CC(C)=O.CC(C)=O.CC(C)=O.CC(C)=O" gap_ev=9.80
C -0.536 -2.268 0.526 0.0 0.2 -0.4 -0.04
O -0.233 -2.085 1.914 0.4 -0.2 0.1 -0.02
C 0.947 -2.525 2.407 -0.2 -0.4 0.7 -0.58
O 1.000 -3.048 3.491 0.1 0.5 -1.0 0.13
O 2.037 -2.353 1.612 -0.1 0.1 0.2 0.10
H -0.767 -3.313 0.314 0.1 0.0 0.2 0.10
H 0.262 -1.935 -0.135 0.2 0.0 0.2 0.09
H -1.424 -1.680 0.322 0.0 0.0 0.1 0.06
H 2.245 -1.407 1.513 -0.2 0.1 -0.4 0.10
C 2.651 1.651 -1.852 -0.2 0.2 0.3 -0.02
C 3.013 0.626 -0.821 0.1 -0.1 0.0 -0.49
C 4.112 -0.341 -1.193 -0.1 -0.1 0.2 -0.01
O 2.469 0.570 0.264 -0.1 -0.2 0.1 0.05
H 1.851 2.280 -1.476 -0.1 0.0 0.0 0.08
H 3.526 2.256 -2.086 -0.1 -0.1 -0.1 0.06
H 2.313 1.162 -2.765 0.1 0.0 -0.1 0.10
H 5.026 0.211 -1.418 0.0 0.0 -0.1 0.08
H 3.826 -0.903 -2.082 0.1 0.1 -0.1 0.09
H 4.296 -1.032 -0.373 0.0 0.0 0.0 0.08
C -5.998 -1.870 -0.916 0.1 0.1 -0.1 -0.02
C -4.809 -2.226 -0.058 0.0 -0.1 0.1 -0.48
C -5.084 -2.994 1.208 0.2 0.0 0.0 -0.01
O -3.684 -1.906 -0.372 -0.1 -0.1 -0.1 0.04
H -5.668 -1.320 -1.794 0.0 0.0 0.0 0.08
H -6.515 -2.777 -1.232 -0.1 0.0 0.1 0.09
H -6.698 -1.257 -0.346 -0.1 -0.1 0.0 0.09
H -5.567 -3.944 0.971 -0.1 0.0 0.0 0.09
H -5.751 -2.423 1.855 -0.1 0.0 0.0 0.09
H -4.152 -3.185 1.735 0.0 0.0 0.0 0.08
C -3.571 2.093 -3.018 0.1 0.1 -0.1 -0.02
C -2.357 1.773 -2.176 -0.1 0.0 0.0 -0.50
C -2.609 1.015 -0.899 0.3 0.1 -0.1 -0.02
O -1.249 2.105 -2.524 0.1 0.0 0.0 0.06
H -3.266 2.634 -3.910 0.0 0.0 0.0 0.08
H -4.076 1.170 -3.309 -0.1 0.0 0.1 0.08
H -4.272 2.703 -2.446 -0.1 -0.1 0.0 0.08
H -3.068 0.052 -1.125 -0.1 0.1 0.1 0.05
H -3.278 1.585 -0.251 -0.1 -0.1 0.0 0.09
H -1.666 0.848 -0.381 0.0 0.0 0.0 0.08
C -2.285 -0.442 7.002 -0.2 0.0 0.0 -0.03
C -2.305 -1.698 6.160 0.0 0.0 0.0 -0.50
C -0.969 -2.253 5.739 -0.3 -0.1 0.1 -0.03
O -3.349 -2.220 5.841 0.0 0.0 0.0 0.06
H -3.303 -0.141 7.239 0.0 0.0 0.0 0.08
H -1.737 -0.623 7.928 0.1 0.0 0.0 0.08
H -1.785 0.363 6.460 0.1 0.0 0.0 0.08
H -0.373 -2.498 6.619 0.1 0.1 0.0 0.09
H -0.427 -1.515 5.149 0.1 0.0 0.0 0.08
H -1.111 -3.145 5.139 0.0 0.0 0.0 0.08
C 5.846 4.158 -5.266 -0.2 -0.1 0.0 -0.02
C 5.944 3.290 -4.036 0.0 0.0 0.0 -0.49
C 7.278 3.257 -3.331 -0.1 -0.1 0.1 -0.02
O 4.998 2.652 -3.636 0.1 0.0 -0.1 0.06
H 4.843 4.096 -5.678 0.0 0.0 0.0 0.08
H 6.069 5.195 -5.010 0.1 0.0 0.0 0.09
H 6.567 3.827 -6.015 0.1 0.1 0.0 0.09
H 7.553 4.261 -3.004 0.1 0.0 -0.1 0.09
H 8.050 2.893 -4.009 0.0 0.1 0.0 0.09
H 7.219 2.601 -2.466 0.0 0.0 0.0 0.08

# 4
74
Properties=species:S:1:pos:R:3:forces:R:3:lowdin_charge:R:1 method="wB97M-V/def2-TZVPD" total_energy_ev=-79703.196 total_charge=-1 gap_ev=6.30
Bi -0.452 0.300 0.642 -0.3 0.2 0.5 2.02
Cl 0.806 7.436 2.666 0.2 0.3 0.0 0.61
C 0.227 5.811 2.462 0.1 0.0 -0.5 -0.69
C -0.087 5.059 3.608 -0.1 -0.2 -0.1 -0.10
C -0.632 3.826 3.458 0.0 0.1 0.2 -0.01
C -0.903 3.238 2.173 -0.1 0.5 -0.1 -0.42
O -1.577 2.186 2.098 0.0 -0.4 -0.1 -0.15
C -0.430 3.982 1.019 0.0 0.0 0.5 -0.14
C -0.537 3.534 -0.307 -0.2 0.0 -0.4 -0.07
N -0.825 2.327 -0.706 0.2 0.2 1.0 -0.03
C -1.075 2.018 -2.016 -0.1 0.3 -1.4 -0.23
C -0.662 2.750 -3.122 0.0 -0.3 0.7 -0.01
C -1.018 2.370 -4.416 -0.3 -0.3 -0.4 -0.08
C -1.815 1.279 -4.650 0.1 0.1 -0.1 -0.05
C -2.257 0.490 -3.570 0.1 0.1 0.4 -0.16
C -3.070 -0.659 -3.715 0.0 -0.1 0.3 -0.01
C -3.417 -1.400 -2.614 0.0 0.2 -0.4 -0.04
C -2.919 -1.007 -1.363 0.0 0.0 0.1 -0.12
N -2.183 0.061 -1.209 0.0 -0.1 0.3 0.01
C -1.851 0.835 -2.253 -0.3 0.3 -1.0 -0.20
C 0.084 5.287 1.214 0.0 0.1 0.2 -0.08
H 0.114 5.470 4.587 0.0 0.0 0.1 0.10
H -0.896 3.231 4.320 0.0 -0.1 0.1 0.11
H -0.403 4.322 -1.061 0.0 -0.1 0.0 0.12
H -0.036 3.618 -2.989 0.1 0.1 0.0 0.11
H -0.668 2.963 -5.251 0.0 0.0 0.0 0.10
H -2.104 1.006 -5.654 0.0 0.0 -0.1 0.11
H -3.403 -0.950 -4.703 0.0 0.0 -0.1 0.11
H -4.048 -2.274 -2.686 0.0 0.0 0.0 0.11
H -3.100 -1.582 -0.466 0.0 -0.2 0.0 0.11
H 0.376 5.864 0.345 0.0 0.1 0.0 0.11
O 2.086 1.939 3.847 0.1 0.1 0.3 0.05
C 1.407 1.284 3.071 0.2 0.0 0.3 -0.63
O 1.265 1.496 1.824 -0.2 -0.3 -0.6 -0.17
C 0.645 0.085 3.621 0.1 0.2 0.3 -0.20
C 0.304 -0.031 4.959 0.1 0.0 0.0 0.01
C -0.475 -1.108 5.353 0.1 0.1 -0.1 -0.04
C -0.904 -2.019 4.401 0.1 0.0 -0.1 0.01
C -0.533 -1.815 3.077 -0.3 -0.5 0.2 -0.19
N 0.240 -0.801 2.726 0.0 -0.1 0.0 0.01
C -1.114 -2.662 1.944 -0.2 -0.2 0.4 -0.65
O -1.527 -3.782 2.220 -0.2 -0.2 0.3 0.03
O -1.152 -2.104 0.809 0.1 0.5 -0.4 -0.18
H 0.630 0.739 5.641 0.1 0.0 0.1 0.12
H -0.769 -1.207 6.389 0.0 -0.1 0.1 0.10
H -1.540 -2.856 4.640 0.0 -0.1 0.0 0.11
N 2.515 -3.186 2.268 0.1 0.4 -0.2 0.03
C 2.688 -2.103 1.480 0.0 -0.4 0.1 -0.16
N 1.996 -2.241 0.387 0.0 0.1 -0.3 0.16
C 1.367 -3.434 0.539 0.8 0.3 0.8 -0.33
N 1.672 -4.038 1.676 -0.3 -0.6 -0.1 0.13
C 0.401 -3.951 -0.412 -0.5 -0.7 -0.6 -0.21
C -0.372 -5.081 -0.107 0.3 0.1 0.0 -0.08
N -1.265 -5.555 -0.953 -0.3 -0.2 0.1 0.09
C -1.431 -4.895 -2.093 0.1 0.1 -0.1 -0.14
C -0.661 -3.788 -2.402 -0.1 -0.1 0.0 -0.13
N 0.261 -3.324 -1.575 0.3 -0.1 0.4 0.15
H 2.916 -3.403 3.165 -0.1 0.0 -0.1 0.15
H 3.288 -1.253 1.729 0.2 0.2 0.2 0.13
H -0.261 -5.597 0.834 0.1 0.0 0.1 0.11
H -2.184 -5.287 -2.765 0.0 0.1 -0.1 0.09
H -0.771 -3.257 -3.341 -0.1 0.0 -0.1 0.10
N 4.855 0.291 -4.833 0.1 0.0 -0.2 0.13
C 4.042 0.249 -4.023 0.6 0.0 -0.6 -0.21
C 3.066 0.188 -3.009 -0.7 0.0 0.8 -0.25
C 1.816 -0.383 -3.248 0.1 0.0 -0.1 -0.02
C 0.887 -0.453 -2.228 0.1 0.1 -0.1 -0.14
C 1.151 0.091 -0.980 -0.1 0.1 -0.1 -0.31
C 2.396 0.657 -0.752 0.1 0.2 0.0 -0.13
C 3.360 0.693 -1.741 0.0 0.0 -0.1 -0.03
H 1.581 -0.755 -4.235 0.0 -0.1 -0.1 0.11
H -0.049 -0.950 -2.416 -0.1 0.0 -0.1 0.07
H 2.603 1.084 0.215 0.1 0.1 0.1 0.08
H 4.331 1.126 -1.549 0.1 0.0 0.0 0.11

# 5
61
Properties=species:S:1:pos:R:3:forces:R:3:lowdin_charge:R:1 method="wB97M-V/def2-TZVPD" total_energy_ev=-32492.783 total_charge=+1 smiles=c1ccc(CN2CC[NH+](CCOCCOc3ccc4c(c3)CCC4)CC2)cc1 gap_ev=9.19
C -6.300 -1.627 -1.187 -0.1 0.0 0.0 -0.08
C -6.354 -0.511 -0.371 -0.1 0.0 -0.1 -0.08
C -5.270 -0.179 0.423 0.1 0.0 0.1 -0.05
C -4.127 -0.966 0.415 -0.1 0.1 0.1 -0.24
C -2.941 -0.626 1.280 0.0 0.0 0.0 -0.14
N -1.729 -0.546 0.476 0.0 -0.2 0.0 -0.16
C -0.496 -0.469 1.214 0.1 0.2 0.1 -0.14
C -0.201 0.939 1.761 0.0 -0.8 0.4 -0.08
N -0.214 1.926 0.659 0.3 0.0 -0.3 -0.11
C 0.138 3.279 1.139 0.3 0.6 -0.1 -0.08
C 0.255 4.279 -0.037 -0.2 0.0 0.1 -0.16
O 0.623 3.653 -1.241 -0.1 -0.1 0.1 -0.14
C 1.994 3.611 -1.574 0.4 -0.3 0.0 -0.15
C 2.798 2.603 -0.744 -0.1 0.5 -0.1 -0.15
O 2.086 1.377 -0.762 0.1 -0.3 -0.1 -0.11
C 2.776 0.208 -0.443 -0.1 -0.2 -0.1 -0.25
C 3.891 0.181 0.377 0.0 0.3 0.0 -0.01
C 4.490 -1.035 0.689 -0.1 0.0 -0.1 0.00
C 3.957 -2.203 0.189 -0.1 0.1 0.0 -0.18
C 2.834 -2.167 -0.639 0.1 0.2 0.2 -0.17
C 2.239 -0.968 -0.966 0.2 0.3 0.0 0.03
C 2.458 -3.549 -1.076 -0.1 -0.2 -0.1 -0.12
C 3.221 -4.450 -0.092 0.0 -0.1 0.0 -0.16
C 4.424 -3.613 0.374 0.1 -0.2 0.0 -0.12
C -1.512 1.876 -0.052 -0.7 -0.3 -0.5 -0.07
C -1.754 0.448 -0.567 0.0 0.2 0.0 -0.13
C -4.079 -2.086 -0.406 0.0 0.0 0.0 -0.04
C -5.160 -2.414 -1.204 0.0 -0.1 0.0 -0.07
H -7.146 -1.886 -1.805 -0.1 0.0 -0.1 0.11
H -7.241 0.104 -0.352 -0.1 0.1 0.0 0.11
H -5.321 0.693 1.061 0.0 0.1 0.1 0.11
H -2.790 -1.429 2.007 0.0 0.1 0.1 0.14
H -3.151 0.299 1.842 0.0 -0.1 0.0 0.12
H 0.322 -0.769 0.550 0.0 0.0 0.2 0.10
H -0.525 -1.172 2.048 0.1 0.0 0.0 0.14
H -0.958 1.231 2.493 0.1 0.1 -0.1 0.14
H 0.778 0.947 2.244 0.0 0.2 -0.1 0.14
H 0.534 1.654 -0.035 -0.3 0.1 0.3 0.14
H 1.085 3.203 1.678 -0.1 -0.1 0.0 0.13
H -0.625 3.627 1.839 0.0 -0.1 0.0 0.14
H 0.957 5.076 0.234 -0.1 0.0 0.0 0.14
H -0.719 4.738 -0.228 0.1 0.0 0.1 0.13
H 2.002 3.303 -2.621 0.1 0.1 0.1 0.14
H 2.453 4.602 -1.483 0.0 0.0 0.0 0.14
H 3.788 2.482 -1.194 0.0 0.0 0.1 0.15
H 2.927 2.959 0.288 0.0 -0.1 -0.1 0.13
H 4.309 1.092 0.775 0.0 0.1 0.0 0.11
H 5.364 -1.051 1.321 0.1 0.0 0.1 0.12
H 1.390 -0.921 -1.631 -0.1 0.0 -0.1 0.13
H 2.805 -3.710 -2.100 0.0 0.0 0.0 0.13
H 1.382 -3.720 -1.058 0.0 0.0 -0.1 0.12
H 2.583 -4.676 0.764 0.0 0.0 0.0 0.11
H 3.525 -5.391 -0.545 0.0 -0.1 0.0 0.11
H 5.294 -3.793 -0.262 0.0 0.0 0.0 0.13
H 4.713 -3.829 1.402 0.1 0.0 0.0 0.12
H -2.301 2.176 0.641 0.1 0.1 0.1 0.14
H -1.483 2.566 -0.893 0.1 0.0 0.1 0.13
H -0.977 0.199 -1.296 0.0 0.1 -0.1 0.13
H -2.720 0.406 -1.071 0.1 0.1 -0.1 0.13
H -3.187 -2.694 -0.413 0.1 -0.1 0.0 0.12
H -5.115 -3.287 -1.837 0.0 -0.1 -0.1 0.11

# 6
12
Properties=species:S:1:pos:R:3:forces:R:3:lowdin_charge:R:1 method="wB97M-V/def2-TZVPD" total_energy_ev=-28398.752 total_charge=0 smiles="C/C(=N/S)SC=O" gap_ev=9.53
C 0.933 1.677 0.040 -2.1 0.2 -1.2 -0.09
C 0.343 0.316 -0.229 1.6 -1.3 0.8 -0.79
N 1.058 -0.730 -0.010 -0.1 1.8 0.1 -0.43
S 0.735 -2.290 -0.465 0.3 -0.4 0.2 0.75
S -1.236 0.235 -0.986 -0.9 0.2 -0.6 0.96
C -2.118 -0.651 0.270 -1.6 -2.2 -0.5 -0.57
O -3.161 -1.262 0.008 2.6 1.9 1.1 -0.05
H 1.891 1.654 0.481 1.0 -0.1 0.4 0.06
H 0.926 2.154 -0.953 0.5 0.1 0.2 0.08
H 0.217 2.297 0.588 0.2 -0.2 0.3 0.08
H 1.941 -2.708 0.023 -0.7 -0.1 -0.3 -0.12
H -1.528 -0.694 1.236 -0.9 0.0 -0.6 0.10